[1]
# C3H6N2O2

One molecule with the formula C3H6N2O2 (the ωB97M-V functional and the def2-TZVPD basis, the Open Molecules 2025 dataset).

Last column: Löwdin charge in e.
Positions of all 13 atoms, in Å:
C -1.62973 -0.89987 0.07213  -0.03
C -0.40788 -0.04524 -0.36998  -0.36
C -0.08074 1.26826 0.25294  -0.07
N 0.64832 0.01234 0.56570  0.05
N 2.21387 -0.07670 0.04897  -0.34
O 2.76665 0.89285 -0.39769  0.08
O 2.54011 -1.22346 -0.05208  0.08
H -1.22339 -1.65050 0.66345  0.04
H -2.12067 -1.40344 -0.81227  0.09
H -2.18848 -0.24058 0.81420  0.10
H -0.10634 -0.16809 -1.46466  0.16
H 0.31490 2.07111 -0.35394  0.11
H -0.72663 1.46331 1.03322  0.08

Properties
2S+1 = 1
highest occupied orbital energy = -10.3 eV
ΔE to the lowest compared entry with this formula, charge and spin = 159.3 kcal/mol
structure (SMILES) = C[C@H]1CN1[N+](=O)[O-]
Kohn-Sham gap = 10.348 eV
E_LUMO = 0.1 eV

=====

[2]
# C16H21Cl3OPb

C16H21Cl3OPb as an isolated structure (the ωB97M-V functional and the def2-TZVPD basis, the Open Molecules 2025 dataset).

Last column: Löwdin charge in e.
Positions of all 42 atoms, in Å:
C 2.55574 0.61865 -1.10275  -0.20
C 1.72843 1.08597 -2.13996  -0.25
C 1.03412 -0.03879 -2.67960  -0.21
C 1.60128 2.46447 -2.61736  -0.10
C 1.49609 -1.19582 -2.00705  -0.25
C 2.44719 -0.81214 -1.03773  -0.20
C 3.13126 -1.67164 -0.07046  -0.09
C 3.36791 1.47327 -0.20336  -0.06
C 0.02832 0.02545 -3.76165  -0.06
C 0.99938 -2.56748 -2.25020  -0.10
Pb -1.85003 0.97935 0.71309  0.70
Cl -1.57656 2.41102 -1.20534  -0.15
Cl -0.28156 2.59342 2.32873  -0.30
Cl -1.85704 -1.27847 -0.76228  -0.18
H 2.21986 3.14028 -2.00522  0.07
H 0.55290 2.81060 -2.55062  0.00
H 1.91921 2.55953 -3.67030  0.07
H -0.71034 0.81030 -3.55000  0.05
H -0.50739 -0.93057 -3.83240  0.06
H 0.49533 0.24385 -4.73098  0.07
H -0.07892 -2.62981 -2.00151  0.00
H 1.53383 -3.28854 -1.61578  0.06
H 1.13068 -2.84952 -3.30699  0.06
H 2.79671 -2.71414 -0.19699  0.06
H 2.90256 -1.38134 0.96928  0.04
H 4.22059 -1.62658 -0.21856  0.07
H 2.83651 2.41078 0.01135  0.07
H 4.33238 1.72077 -0.67170  0.07
H 3.55093 0.97082 0.75323  0.07
O 1.33287 -0.41549 1.49530  -0.55
H 1.07433 0.51636 2.03561  -0.11
C -4.52919 -0.65938 4.50116  -0.12
C -4.25462 -1.56518 3.44957  -0.11
C -3.45106 -1.14800 2.39128  -0.15
C -2.98867 0.15967 2.47180  -0.39
C -3.18305 1.06973 3.47888  -0.18
C -4.00352 0.63963 4.53314  -0.11
H -5.17040 -0.98484 5.31125  0.08
H -4.66843 -2.56540 3.43255  0.08
H -3.22670 -1.78956 1.52197  0.05
H -2.73166 2.07309 3.45523  0.05
H -4.21924 1.33569 5.33538  0.08

Properties
2S+1 = 1
charge = -2
highest occupied orbital energy (alpha / beta) = -0.4 / -0.5 eV
ΔE to the lowest compared entry with this formula, charge and spin = 56.7 kcal/mol
Kohn-Sham gap (alpha / beta) = 5.331 / 5.286 eV
E_LUMO (alpha / beta) = 4.9 / 4.7 eV

=====

[3]
# C3H6N2O2

C3H6N2O2 as an isolated structure (the ωB97M-V functional and the def2-TZVPD basis, the Open Molecules 2025 dataset).

Last column: Löwdin charge in e.
Positions of all 13 atoms, in Å:
C 0.10558 1.73538 0.58812  -0.54
C -0.00423 -0.15249 0.99089  -0.48
C -0.34859 0.48183 -1.59078  -0.04
N 0.08060 1.00021 1.81038  0.18
N -0.31181 0.66655 -0.13644  -0.06
O 0.34263 2.85942 0.29445  0.12
O -0.78367 -1.14900 1.37988  0.08
H 1.37652 -0.86770 0.44216  0.20
H 0.33284 -0.43873 -1.87119  0.11
H -1.41221 0.51700 -2.05165  0.10
H 0.20606 1.48303 -1.94915  0.12
H 0.71554 1.15104 2.53601  0.12
H -1.16721 -0.94380 2.20635  0.09

Properties
2S+1 = 1
highest occupied orbital energy = -9.4 eV
ΔE to the lowest compared entry with this formula, charge and spin = 96.4 kcal/mol
Kohn-Sham gap = 10.246 eV
E_LUMO = 0.8 eV

=====

[4]
# C20H39F3N2O8P2S

A 3-piece molecular cluster, C20H39F3N2O8P2S overall (the ωB97M-V functional and the def2-TZVPD basis, the Open Molecules 2025 dataset).

Last column: Löwdin charge in e.
Positions of all 75 atoms, in Å:
C -3.13066 -0.37287 2.81425  0.13
C -2.03121 -0.35140 2.35446  -0.31
P -0.45448 -0.32705 1.55631  0.73
C 0.97815 -1.26450 2.21201  -0.28
C 0.75252 -2.72849 2.63724  -0.27
C -0.44586 -2.96895 3.53105  -0.22
C -0.39673 -4.40944 4.08824  -0.15
C -1.30173 -5.28919 3.23959  -0.18
O -2.65194 -5.12885 3.70146  0.00
C -3.58164 -5.23786 2.73886  -0.55
C -4.76353 -4.33300 2.86711  0.02
O -3.49110 -6.01757 1.83352  0.11
C -0.09942 0.82079 0.11467  -0.45
C -1.29631 0.85899 -0.84824  -0.11
C 1.26928 0.53364 -0.53247  -0.24
C 1.28316 0.87437 -2.02678  -0.08
P -1.22555 -2.07846 0.29404  0.80
O -0.34262 -2.16450 -1.11450  -0.31
O -2.77522 -1.73800 -0.15236  -0.31
S 0.08733 1.39816 3.00350  0.62
O -0.02766 0.85258 4.34294  -0.37
O 1.39720 1.95754 2.74974  -0.35
C -1.20031 2.79536 3.00479  -0.67
F -2.06503 2.58300 4.00449  0.11
F -0.61333 3.97714 3.21067  0.13
F -1.90128 2.83560 1.85626  0.10
H -4.12328 -0.62763 3.08335  0.05
H 1.41260 -0.76624 3.07064  0.08
H 1.75108 -1.25616 1.45014  0.09
H 1.63080 -2.99870 3.22190  0.12
H 0.75740 -3.41100 1.79397  0.09
H -1.37622 -2.90900 2.98075  0.06
H -0.45698 -2.26068 4.35365  0.12
H -0.70455 -4.44092 5.12783  0.12
H 0.60054 -4.83507 4.00312  0.11
H -1.24851 -4.90988 2.22152  0.11
H -0.99480 -6.32957 3.21254  0.13
H -4.67913 -3.65900 3.71332  0.08
H -4.87692 -3.74203 1.96828  0.08
H -5.65087 -4.93248 3.02984  0.09
H -0.02903 1.83199 0.50729  0.08
H -2.22349 0.87184 -0.28348  0.07
H -1.24124 1.81500 -1.35871  0.07
H -1.27651 0.06766 -1.58212  0.06
H 1.58490 -0.50072 -0.45996  0.08
H 2.02251 1.16568 -0.07488  0.11
H 0.71230 0.09640 -2.52797  0.07
H 2.28473 0.78481 -2.42930  0.06
H 0.82952 1.83709 -2.22278  0.05
H 0.45762 -2.65824 -0.91151  0.04
H -3.00692 -2.31894 -0.88676  0.06
C -2.29684 6.53368 -1.11043  -0.07
N -1.57070 5.32872 -1.46742  0.01
C -0.61391 5.17121 -2.41787  -0.54
C -0.22932 6.38519 -3.22889  -0.01
O -0.09136 4.08199 -2.59733  0.03
H -2.11773 6.77497 -0.06163  0.08
H -3.36718 6.37496 -1.25063  0.08
H -1.98343 7.37211 -1.72207  0.07
H -1.77905 4.48206 -0.96167  0.13
H 0.54014 6.09630 -3.93733  0.08
H -1.08872 6.76726 -3.78068  0.08
H 0.16543 7.16977 -2.58276  0.09
C 6.14454 0.66189 -5.27018  -0.08
N 5.67845 0.02958 -4.05012  0.01
C 4.60980 -0.79287 -3.88181  -0.56
C 3.77661 -1.11089 -5.10090  -0.01
O 4.34466 -1.24701 -2.78111  0.02
H 7.16622 0.34396 -5.48463  0.08
H 6.13830 1.74640 -5.15007  0.08
H 5.51196 0.39895 -6.11038  0.07
H 6.18928 0.20148 -3.19899  0.14
H 2.96878 -1.77132 -4.80280  0.08
H 3.34759 -0.20073 -5.52155  0.08
H 4.37891 -1.61285 -5.85890  0.08

Properties
2S+1 = 1
highest occupied orbital energy = -7.4 eV
structure (SMILES) = C#CP(CCCCCOC(C)=O)([C@H](C)CC)(P(O)O)S(=O)(=O)C(F)(F)F.CNC(C)=O.CNC(C)=O
Kohn-Sham gap = 7.844 eV
E_LUMO = 0.5 eV

=====

Number 1: E_tot -10277.8874 eV, maximum force 3.67 eV Å⁻¹. Number 2: E_tot -61794.0705 eV, maximum force 4.97 eV Å⁻¹. Number 3: E_tot -10280.6172 eV, maximum force 4.91 eV Å⁻¹. Number 4: E_tot -78295.7836 eV, maximum force 2.58 eV Å⁻¹.